The following is a DFT calculation (ωB97M-V/def2-TZVPD) of an isolated molecule of C28H28N4O3S.

Output
SMILES: COc1ccc(OCc2nnc(SCC(=O)N3CCCc4ccccc43)n2-c2ccc(C)cc2)cc1
LUMO: 0.554 eV
largest force on an atom: 1.227 eV Å⁻¹
calculated total energy: -52428.63607 eV
orbital gap: 8.626 eV
HOMO energy: -8.072 eV

Each line ends with the Löwdin charge.
CARTESIAN COORDINATES (ANGSTROEM)
S  0.728  1.853  1.921  0.99
O  -6.055  -0.801  1.865  -0.09
O  -1.769  -1.984  -1.412  -0.05
O  2.028  1.396  -1.516  0.06
N  3.322  0.859  0.271  0.01
N  0.907  -1.874  1.053  0.09
N  1.255  -0.814  1.788  0.05
N  -0.196  -0.149  0.274  0.08
C  0.597  0.212  1.333  -0.63
C  0.053  -1.484  0.142  -0.30
C  3.913  -2.127  -1.852  -0.07
C  5.215  -2.450  -1.510  -0.09
C  -2.098  1.329  0.279  -0.03
C  -2.997  2.130  -0.398  -0.03
C  6.048  0.192  1.053  -0.14
C  -0.538  -2.400  -0.877  -0.11
C  -1.892  1.641  -2.463  -0.02
C  3.846  1.181  1.586  -0.16
C  2.346  1.556  -0.350  -0.50
C  -2.813  -2.022  0.807  -0.01
C  5.275  -0.574  0.014  -0.15
C  -3.905  3.131  -2.517  -0.05
C  -1.097  0.679  -0.429  -0.23
C  -2.814  -1.744  -0.555  -0.28
C  -0.983  0.838  -1.803  0.00
C  -7.212  -0.196  1.344  -0.09
C  1.569  2.589  0.460  -0.32
C  3.967  -0.241  -0.350  -0.12
C  -5.034  -1.093  1.008  -0.28
C  -5.039  -0.836  -0.359  -0.02
C  -3.913  -1.695  1.575  0.01
C  5.878  -1.675  -0.580  -0.04
C  5.336  1.476  1.452  -0.16
C  -3.938  -1.159  -1.127  0.00
C  -2.912  2.291  -1.775  -0.28
C  3.297  -1.035  -1.276  -0.01
H  0.134  -2.463  -1.741  0.14
H  0.805  3.006  -0.199  0.08
H  -5.890  -0.379  -0.839  0.11
H  -3.920  -1.900  2.633  0.12
H  7.051  0.408  0.678  0.12
H  5.729  1.858  2.395  0.11
H  -3.778  2.630  0.155  0.11
H  -4.609  2.491  -3.049  0.08
H  -6.991  0.778  0.895  0.09
H  -1.964  -2.487  1.284  0.12
H  5.478  2.242  0.686  0.12
H  3.373  -2.730  -2.566  0.10
H  -2.176  1.196  1.348  0.12
H  -3.927  -0.955  -2.186  0.12
H  -0.602  -3.401  -0.427  0.14
H  6.161  -0.449  1.933  0.13
H  -1.807  1.766  -3.532  0.12
H  6.892  -1.923  -0.296  0.11
H  3.328  2.037  2.010  0.08
H  -3.405  3.759  -3.252  0.08
H  -7.701  -0.835  0.602  0.10
H  2.196  3.396  0.836  0.08
H  2.286  -0.794  -1.554  0.09
H  3.680  0.321  2.243  0.13
H  -0.184  0.355  -2.340  0.12
H  -4.467  3.765  -1.835  0.08
H  -7.879  -0.057  2.193  0.09
H  5.705  -3.301  -1.959  0.10

The following is a DFT calculation (ωB97M-V/def2-TZVPD) of a structure of composition C27H40Cl5N6O5PRuS.

Output
LUMO (alpha / beta): -5.586 / -7.017 eV
multiplicity: 5
largest force on an atom: 0.494 eV Å⁻¹
calculated total energy: -133132.20191 eV
orbital gap (alpha / beta): 7.359 / 6.413 eV
HOMO energy (alpha / beta): -12.944 / -13.430 eV
<S²>: 6.02
net charge: +2

Each line ends with the Löwdin charge.
CARTESIAN COORDINATES (ANGSTROEM)
Ru  0.428  0.322  -1.004  1.23
Cl  3.448  3.550  -3.249  0.68
Cl  3.751  1.006  -4.592  0.66
Cl  1.547  2.773  -5.275  0.68
Cl  -1.886  3.377  3.115  0.75
Cl  -1.404  1.914  -2.109  0.82
S  -0.182  1.920  0.876  0.68
P  -0.442  -0.278  2.546  0.66
O  0.938  0.567  -3.332  -0.12
O  1.833  1.746  -1.717  -0.19
O  -1.412  0.035  3.765  -0.30
O  -0.494  -1.822  2.223  -0.31
O  0.971  -0.099  3.235  -0.31
N  -1.789  -2.333  -2.853  -0.11
N  1.886  -0.982  -0.658  -0.02
N  3.833  0.270  -0.374  -0.11
N  -0.653  -1.368  -1.045  -0.05
N  -2.905  -0.877  -1.440  -0.12
N  3.835  -1.496  -1.868  -0.11
C  1.717  1.459  -2.945  -0.84
C  -3.922  -0.499  -2.418  -0.03
C  -1.756  2.595  0.516  -0.66
C  5.269  -1.771  -1.808  -0.01
C  -3.194  -0.524  -0.054  -0.02
C  -1.795  -1.542  -1.778  -0.37
C  1.445  -2.315  -0.461  -0.24
C  -3.749  3.792  1.239  -0.08
C  0.089  -2.522  -0.683  -0.26
C  -2.302  2.592  -0.771  -0.63
C  3.346  0.869  0.862  -0.03
C  0.334  -4.819  -0.024  -0.06
C  -0.113  -2.846  3.188  -0.04
C  -0.553  -2.632  -3.571  0.00
C  -4.258  3.749  -0.048  -0.04
C  -2.510  3.235  1.511  -0.67
C  1.274  1.041  4.080  -0.06
C  2.243  -3.354  0.005  -0.02
C  1.687  -4.607  0.212  -0.06
C  -0.470  -3.774  -0.456  -0.02
C  -2.944  -3.134  -3.254  -0.02
C  4.887  1.035  -1.042  -0.03
C  2.584  2.206  -3.975  -1.51
C  -3.527  3.158  -1.067  -0.10
C  3.110  -2.224  -2.903  -0.02
C  3.205  -0.743  -0.962  -0.36
C  -2.846  -0.018  3.635  -0.08
H  -0.794  -2.724  -4.629  0.11
H  -3.892  3.156  -2.085  0.12
H  2.347  1.016  4.244  0.10
H  2.719  0.168  1.403  0.07
H  -3.645  0.468  -0.025  0.08
H  -0.113  -3.569  -3.224  0.10
H  0.744  0.939  5.023  0.10
H  5.674  -1.461  -0.849  0.10
H  4.209  1.123  1.478  0.11
H  2.142  -1.763  -3.071  0.06
H  -3.357  -2.800  -4.206  0.10
H  -3.252  0.388  4.556  0.10
H  -4.815  -1.122  -2.349  0.10
H  4.930  0.778  -2.096  0.05
H  -3.168  -1.050  3.507  0.10
H  -2.612  -4.167  -3.364  0.11
H  0.969  -2.857  3.285  0.09
H  -1.533  -3.931  -0.599  0.12
H  4.629  2.090  -0.961  0.08
H  3.292  -3.185  0.213  0.12
H  -0.580  -2.646  4.151  0.09
H  -3.714  -3.102  -2.489  0.09
H  -2.273  -0.518  0.521  0.03
H  0.985  1.967  3.586  0.06
H  3.685  -2.159  -3.826  0.10
H  2.985  -3.275  -2.633  0.10
H  2.793  1.787  0.646  0.07
H  -3.179  0.593  2.795  0.06
H  -4.296  4.276  2.036  0.12
H  5.408  -2.847  -1.914  0.11
H  -5.217  4.199  -0.264  0.13
H  -3.511  -0.560  -3.421  0.10
H  -0.100  -5.795  0.145  0.12
H  0.152  -1.814  -3.448  0.06
H  5.858  0.868  -0.575  0.11
H  -4.209  0.533  -2.218  0.08
H  -3.891  -1.241  0.384  0.11
H  5.809  -1.270  -2.612  0.10
H  -0.468  -3.786  2.780  0.09
H  2.308  -5.417  0.569  0.12

The following is a DFT calculation (ωB97M-V/def2-TZVPD) of a structure of composition CuH28O18S.

Output
LUMO: 1.907 eV
largest force on an atom: 5.772 eV Å⁻¹
calculated total energy: -92786.55909 eV
orbital gap: 8.214 eV
HOMO energy: -6.307 eV
net charge: -1

Each line ends with the Löwdin charge.
CARTESIAN COORDINATES (ANGSTROEM)
Cu  1.237  -1.821  1.788  0.37
S  0.003  -0.083  -0.329  0.50
O  1.348  0.576  -3.725  -0.07
O  -1.632  -0.626  -3.525  -0.08
O  -2.862  2.335  0.074  -0.09
O  3.085  0.615  -1.697  -0.05
O  1.271  2.959  -1.767  -0.08
O  0.216  -0.529  -1.713  -0.34
O  -3.626  -0.634  -0.724  -0.05
O  -0.019  -3.000  2.621  -0.05
O  0.435  -1.168  0.526  -0.36
O  -2.482  -0.115  2.170  -0.04
O  -0.789  -3.370  -0.340  -0.07
O  -1.414  0.235  -0.102  -0.34
O  2.684  1.138  1.532  -0.03
O  -0.221  0.966  3.230  -0.02
O  0.776  1.133  -0.064  -0.35
O  1.572  -2.557  -2.622  -0.06
O  0.011  3.216  1.244  -0.06
O  1.743  -0.702  3.199  -0.10
H  2.317  -0.115  2.673  0.02
H  1.017  -1.859  -2.299  -0.05
H  3.585  -0.210  -1.799  0.04
H  2.383  -2.384  -2.094  0.04
H  0.963  0.116  -2.946  -0.03
H  -4.210  -0.158  -0.128  0.02
H  1.223  2.295  -1.039  -0.03
H  0.527  2.620  -2.285  0.03
H  -3.122  0.542  2.441  0.05
H  -2.403  -0.157  -3.204  0.02
H  -0.350  -2.582  0.104  -0.01
H  -0.338  -4.198  -0.213  0.02
H  -2.245  1.555  0.004  -0.03
H  -0.507  3.605  0.546  0.02
H  -0.686  0.796  2.411  0.01
H  -2.689  2.633  1.009  0.05
H  2.706  0.800  -2.545  -0.02
H  -0.014  -2.784  3.543  0.06
H  0.922  -0.157  3.158  0.00
H  -0.883  0.823  3.929  0.08
H  -1.005  -3.055  2.369  0.14
H  -2.748  -0.408  -0.454  -0.08
H  1.937  1.146  0.913  -0.03
H  -2.321  0.216  1.292  -0.04
H  1.750  -0.110  -4.281  0.06
H  0.447  2.440  0.869  -0.03
H  -0.918  -0.564  -2.852  -0.03
H  3.327  0.589  1.103  0.04

The following is a DFT calculation (ωB97M-V/def2-TZVPD) of a structure of composition CF3FeO2S.

Output
LUMO (alpha / beta): -2.248 / -3.377 eV
multiplicity: 6
largest force on an atom: 3.746 eV Å⁻¹
calculated total energy: -58499.32830 eV
orbital gap (alpha / beta): 7.803 / 6.548 eV
HOMO energy (alpha / beta): -10.052 / -9.925 eV
<S²>: 8.77

Each line ends with the Löwdin charge.
CARTESIAN COORDINATES (ANGSTROEM)
Fe  -1.871  0.265  2.067  0.91
S  -1.273  -1.151  -0.542  1.15
F  -0.319  -3.168  1.077  0.06
F  0.807  -2.930  -0.856  -0.41
F  1.134  -1.244  0.620  0.06
O  -1.619  0.204  0.233  -0.69
O  -0.622  -1.089  2.379  -0.50
C  -0.027  -1.931  0.623  -0.60

The following is a DFT calculation (ωB97M-V/def2-TZVPD) of a cluster of 10 separate species, C32H91N7O10 in total.

Output
SMILES: COC[C@H](C)N.COC[C@H](C)N.COC[C@H](C)N.COC[C@H](C)N.COC[C@H](C)N.COC[C@H](C)N.COC[C@H](C)N.CCO.CO.CO
LUMO: 0.645 eV
largest force on an atom: 3.236 eV Å⁻¹
calculated total energy: -65558.71311 eV
orbital gap: 9.507 eV
HOMO energy: -8.862 eV

Each line ends with the Löwdin charge.
CARTESIAN COORDINATES (ANGSTROEM)
O  0.889  2.175  -4.664  -0.23
O  1.121  0.437  -0.056  -0.16
O  2.516  -1.926  -0.446  -0.18
O  0.106  1.407  4.129  -0.22
O  0.843  -2.706  1.818  -0.11
O  -1.429  -4.002  -1.467  -0.25
O  -3.758  -1.866  -2.913  -0.18
O  2.013  5.637  -0.759  -0.18
O  -3.921  -2.279  1.285  -0.21
O  3.566  3.534  2.064  -0.20
N  3.976  0.545  -5.899  0.04
N  4.052  1.739  -0.193  0.06
N  0.237  2.492  -1.548  0.06
N  -2.370  -7.144  -2.734  0.02
N  -3.448  -1.143  4.746  0.04
N  -2.809  1.408  -1.498  0.03
N  -1.709  3.346  2.896  0.05
C  -0.557  -2.904  -1.673  -0.08
C  -1.518  -4.961  -2.488  -0.20
C  -1.955  0.325  -3.509  -0.04
C  -1.276  1.442  4.505  -0.22
C  0.209  3.910  -1.217  -0.42
C  -4.295  -1.789  3.678  -0.40
C  -5.689  -1.331  3.523  -0.09
C  1.708  4.314  -1.043  -0.20
C  -3.158  0.541  -2.632  -0.45
C  3.932  -2.124  -0.503  -0.14
C  2.022  1.948  -5.497  -0.19
C  -0.805  -6.759  -0.877  -0.06
C  -1.924  2.783  4.228  -0.42
C  -1.983  -6.239  -1.701  -0.45
C  -4.511  -2.899  -2.334  -0.10
C  0.090  3.280  -5.006  -0.12
C  2.944  -3.908  2.203  -0.08
C  0.669  0.209  4.568  -0.14
C  3.926  2.180  2.230  -0.18
C  1.433  -3.884  2.271  -0.33
C  -0.538  4.134  0.025  -0.07
C  6.166  2.268  0.939  -0.06
C  0.170  0.348  0.959  -0.13
C  -3.475  -1.458  2.339  -0.21
C  2.768  4.051  3.061  -0.13
C  -3.555  -0.791  -2.024  -0.22
C  2.758  0.654  -5.079  -0.42
C  4.809  1.660  1.080  -0.41
C  3.058  0.552  -3.587  -0.06
C  -3.494  2.728  4.360  -0.05
C  3.340  5.948  -0.509  -0.12
C  -3.039  -3.440  1.267  -0.08
H  3.135  1.302  -0.011  0.04
H  -3.829  -3.509  -1.687  0.08
H  3.648  -0.339  -3.270  0.09
H  -0.535  -5.267  -2.947  0.14
H  3.653  1.425  -3.323  0.07
H  0.252  -0.697  1.318  0.07
H  -3.618  1.264  -0.847  0.09
H  -3.554  -4.262  0.701  0.09
H  2.035  3.648  -0.194  0.12
H  0.714  2.130  -2.371  0.07
H  3.777  2.712  -0.492  0.07
H  -0.009  3.771  0.932  0.08
H  4.390  -1.881  0.423  0.06
H  3.321  -4.041  1.172  0.07
H  -2.519  -8.086  -2.392  0.07
H  -2.928  -3.864  2.305  0.09
H  1.409  -2.428  1.071  0.04
H  -4.767  -3.504  -3.168  0.07
H  -6.075  -1.550  2.502  0.09
H  -0.999  -1.950  -1.236  0.08
H  -0.726  3.493  2.746  0.04
H  -4.444  -0.622  -1.430  0.12
H  -3.895  2.467  3.388  0.06
H  1.167  0.393  5.548  0.09
H  -1.559  1.239  -3.945  0.05
H  3.060  1.468  2.268  0.13
H  4.949  0.631  1.278  0.11
H  3.567  7.034  -0.589  0.09
H  -0.784  3.145  -4.275  0.09
H  3.804  0.625  -6.886  0.06
H  -0.352  4.492  -2.015  0.15
H  -1.573  3.717  -0.001  0.09
H  6.745  1.697  0.184  0.09
H  3.278  -4.781  2.767  0.08
H  -0.015  -0.664  4.669  0.09
H  0.399  0.937  1.803  0.04
H  -1.131  -7.502  -0.167  0.07
H  -2.419  -1.620  2.538  0.11
H  -5.813  -0.238  3.601  0.08
H  -2.619  -1.033  -1.410  0.12
H  -0.826  0.596  0.584  0.08
H  -3.273  -6.823  -3.134  0.09
H  3.952  5.543  -1.315  0.08
H  -5.427  -2.489  -1.870  0.10
H  2.213  4.136  -2.002  0.13
H  -1.394  1.365  5.657  0.15
H  -0.357  -2.692  -2.754  0.11
H  3.699  5.642  0.522  0.10
H  -2.962  -1.812  5.269  0.04
H  -3.845  1.953  5.070  0.07
H  0.909  -4.798  1.808  0.13
H  -0.282  -6.053  -0.278  0.05
H  -3.984  0.923  -3.205  0.13
H  6.105  3.227  0.573  0.05
H  2.456  5.063  2.817  0.09
H  0.029  -7.180  -1.470  0.09
H  -0.587  5.228  0.074  0.10
H  1.172  -3.938  3.298  0.09
H  2.264  -0.956  -0.355  0.07
H  1.748  1.922  -6.567  0.13
H  -3.850  3.747  4.522  0.07
H  2.125  -0.225  -5.158  0.13
H  4.338  -1.445  -1.262  0.06
H  0.381  -3.111  -1.175  0.07
H  0.551  4.261  -4.950  0.09
H  1.951  3.391  3.414  0.09
H  4.341  2.166  3.208  0.11
H  -6.332  -1.777  4.297  0.08
H  2.148  0.530  -2.997  0.06
H  -1.915  2.617  2.254  0.05
H  -4.001  -0.559  5.412  0.08
H  -2.771  -5.934  -1.007  0.12
H  4.060  -3.129  -0.965  0.10
H  3.356  4.251  3.979  0.09
H  -2.036  -3.254  0.818  0.08
H  3.450  -3.178  2.727  0.05
H  -2.227  -0.349  -4.325  0.09
H  1.522  -0.022  3.868  0.09
H  2.726  2.752  -5.420  0.11
H  -1.201  -0.203  -2.897  0.08
H  -4.297  -2.882  3.928  0.14
H  4.574  1.332  -5.658  0.07
H  -2.238  -4.661  -3.313  0.13
H  6.780  2.189  1.806  0.07
H  -1.576  3.479  4.991  0.13
H  -0.703  2.109  -1.446  0.05
H  -3.795  -0.472  2.059  0.11
H  -2.882  2.402  -1.800  0.09
H  -0.347  3.083  -5.991  0.09
H  0.826  1.208  -0.525  -0.01
H  -1.819  0.631  4.003  0.09

> Among the records above, which one has the lowest calculated total energy?

C27H40Cl5N6O5PRuS

> Number 4 is which compound?

CF3FeO2S

> calculated total energy of number 4 (CF3FeO2S)?

-58499.32830 eV

> largest force on an atom of number 4 (CF3FeO2S)?

3.746 eV Å⁻¹